1.
Computed, not measured: C4H7NO in the gas phase, with the ωB97M-V functional and the def2-TZVPD basis.

Values from the calculation:
LUMO energy (alpha / beta): -0.0309 / -0.0380 hartree
Molar mass: 85.11 g mol⁻¹
Kohn-Sham gap (alpha / beta): 8.1 / 7.9 eV

Structure (ORCA input):
```
! wB97M-V def2-TZVPD RIJCOSX def2/J DEFGRID3
* xyz 0 1
O 2.679 -0.486 -0.553
N 1.736 0.537 -0.342
C -1.808 0.119 0.017
C 0.676 -0.016 0.126
C 0.597 -1.430 0.426
C -0.528 0.806 0.505
H 0.621 -1.999 -0.522
H -0.416 1.808 0.079
H -0.552 0.900 1.597
H 3.396 -0.042 -1.024
H -1.884 0.153 -1.074
H -1.815 -0.937 0.325
H -2.701 0.586 0.441
*
```

Results of the Löwdin charge analysis, in e, for atoms 1 through 8: atom 1 (O): -0.088, atom 2 (N): 0.038, atom 3 (C): -0.105, atom 4 (C): -0.475, atom 5 (C): 0.250, atom 6 (C): -0.204, atom 7 (H): 0.037, atom 8 (H): 0.114

2.
Computed, not measured: C4H7NO as an isolated structure, with the ωB97M-V functional and the def2-TZVPD basis.

Values from the calculation:
LUMO energy: 0.0284 hartree
Molar mass: 85.11 g mol⁻¹
Kohn-Sham gap: 8.1 eV

Structure (ORCA input):
```
! wB97M-V def2-TZVPD RIJCOSX def2/J DEFGRID3
* xyz 0 1
O -1.701 1.506 -0.386
N 0.355 0.521 0.299
C 0.737 -0.258 -0.970
C -0.735 -0.650 -1.223
C 0.627 -0.222 1.540
C -1.002 0.531 -0.357
H 0.050 -1.145 1.525
H -1.145 -0.509 -2.227
H 0.697 1.482 0.389
H 1.102 0.477 -1.688
H 1.689 -0.477 1.526
H 0.366 0.376 2.416
H -1.040 -1.631 -0.843
*
```

Results of the Löwdin charge analysis, in e, for atoms 1 through 8: atom 1 (O): 0.104, atom 2 (N): -0.128, atom 3 (C): -0.109, atom 4 (C): -0.130, atom 5 (C): -0.027, atom 6 (C): -0.424, atom 7 (H): 0.097, atom 8 (H): 0.111

3.
Computed, not measured: C4H7NO in the gas phase, with the ωB97M-V functional and the def2-TZVPD basis.

Values from the calculation:
LUMO energy: 0.0172 hartree
Molar mass: 85.11 g mol⁻¹
Kohn-Sham gap: 11.4 eV

Structure (ORCA input):
```
! wB97M-V def2-TZVPD RIJCOSX def2/J DEFGRID3
* xyz 0 1
O -1.806 -0.542 1.260
N -0.720 1.133 -1.696
C -0.908 -0.518 0.186
C 0.501 -0.106 0.677
C 1.420 0.407 -0.463
C -1.202 0.458 -0.887
H 1.865 -0.454 -0.982
H 0.914 -0.996 1.183
H 0.362 0.651 1.458
H 0.911 1.101 -1.261
H -2.692 -0.676 0.900
H -0.850 -1.497 -0.315
H 2.206 1.040 -0.061
*
```

Results of the Löwdin charge analysis, in e, for atoms 1 through 8: atom 1 (O): -0.015, atom 2 (N): 0.147, atom 3 (C): -0.399, atom 4 (C): -0.172, atom 5 (C): -0.112, atom 6 (C): -0.140, atom 7 (H): 0.076, atom 8 (H): 0.120

4.
Computed, not measured: C4H7NO in the gas phase, with the ωB97M-V functional and the def2-TZVPD basis.

Values from the calculation:
LUMO energy: 0.0348 hartree
Molar mass: 85.11 g mol⁻¹
Kohn-Sham gap: 10.5 eV

Structure (ORCA input):
```
! wB97M-V def2-TZVPD RIJCOSX def2/J DEFGRID3
* xyz 0 1
O 1.715 1.802 0.795
N 0.145 0.290 0.160
C 1.356 0.909 0.059
C -0.649 0.643 1.334
C -0.088 -0.957 -0.465
C -0.541 -1.140 -1.697
H -1.537 0.014 1.318
H -0.099 0.499 2.267
H -0.568 -2.141 -2.084
H 1.978 0.555 -0.774
H 0.067 -1.832 0.146
H -0.854 -0.334 -2.323
H -0.925 1.695 1.265
*
```

Results of the Löwdin charge analysis, in e, for atoms 1 through 8: atom 1 (O): 0.026, atom 2 (N): -0.148, atom 3 (C): -0.333, atom 4 (C): -0.036, atom 5 (C): -0.198, atom 6 (C): 0.054, atom 7 (H): 0.087, atom 8 (H): 0.092

Of them, the most stable is 4 and the least stable is 1.

1.
Computed, not measured: C4H7NO in the gas phase, with the ωB97M-V functional and the def2-TZVPD basis.

Values from the calculation:
LUMO energy: 0.0273 hartree
Molar mass: 85.11 g mol⁻¹
Kohn-Sham gap: 9.9 eV

Structure (ORCA input):
```
! wB97M-V def2-TZVPD RIJCOSX def2/J DEFGRID3
* xyz 0 1
O -0.466 -1.990 -0.421
N -0.195 -0.693 1.390
C -0.339 1.157 -0.114
C 0.019 -1.797 0.797
C 0.986 0.913 -0.757
C -0.984 0.236 0.630
H 1.089 1.532 -1.655
H 0.574 -2.575 1.331
H -1.995 0.422 0.990
H -1.063 -1.011 -0.451
H 1.798 1.181 -0.076
H -0.720 2.175 -0.136
H 1.096 -0.142 -1.029
*
```

Results of the Löwdin charge analysis, in e, for atoms 1 through 8: atom 1 (O): -0.030, atom 2 (N): 0.051, atom 3 (C): -0.130, atom 4 (C): -0.322, atom 5 (C): -0.088, atom 6 (C): -0.239, atom 7 (H): 0.078, atom 8 (H): 0.134

2.
Computed, not measured: C4H7NO in the gas phase, with the ωB97M-V functional and the def2-TZVPD basis.

Values from the calculation:
LUMO energy: 0.0411 hartree
Molar mass: 85.11 g mol⁻¹
Kohn-Sham gap: 10.5 eV

Structure (ORCA input):
```
! wB97M-V def2-TZVPD RIJCOSX def2/J DEFGRID3
* xyz 0 1
O 2.572 -0.777 -0.213
N 1.835 0.347 0.142
C -0.393 -0.962 -0.239
C 0.586 0.148 0.098
C -1.540 0.035 0.097
C -0.502 1.178 0.257
H -2.062 -0.215 1.025
H -2.285 0.200 -0.686
H 3.478 -0.445 -0.153
H -0.355 -1.278 -1.288
H -0.479 1.848 -0.606
H -0.333 -1.854 0.392
H -0.523 1.776 1.173
*
```

Results of the Löwdin charge analysis, in e, for atoms 1 through 8: atom 1 (O): -0.063, atom 2 (N): 0.026, atom 3 (C): -0.099, atom 4 (C): -0.320, atom 5 (C): -0.161, atom 6 (C): -0.117, atom 7 (H): 0.102, atom 8 (H): 0.099

3.
Computed, not measured: C4H7NO as an isolated structure, with the ωB97M-V functional and the def2-TZVPD basis.

Values from the calculation:
LUMO energy: 0.0256 hartree
Molar mass: 85.11 g mol⁻¹
Kohn-Sham gap: 10.6 eV

Structure (ORCA input):
```
! wB97M-V def2-TZVPD RIJCOSX def2/J DEFGRID3
* xyz 0 1
O 2.920 1.309 0.738
N 1.501 -0.631 0.875
C -0.897 -1.240 0.545
C 1.872 0.747 0.640
C 0.278 -0.335 0.565
C 0.430 1.139 0.251
H -0.071 1.847 0.919
H -1.675 -0.859 1.216
H -1.275 0.307 -2.415
H -1.328 -1.275 -0.462
H -1.433 -0.202 -2.934
H 0.286 1.439 -0.792
H -0.607 -2.247 0.854
*
```

Results of the Löwdin charge analysis, in e, for atoms 1 through 8: atom 1 (O): 0.121, atom 2 (N): 0.195, atom 3 (C): -0.022, atom 4 (C): -0.447, atom 5 (C): -0.329, atom 6 (C): -0.019, atom 7 (H): 0.115, atom 8 (H): 0.091

4.
Computed, not measured: C4H7NO in the gas phase, with the ωB97M-V functional and the def2-TZVPD basis.

Values from the calculation:
LUMO energy: 0.0237 hartree
Molar mass: 85.11 g mol⁻¹
Kohn-Sham gap: 10.6 eV

Structure (ORCA input):
```
! wB97M-V def2-TZVPD RIJCOSX def2/J DEFGRID3
* xyz 0 1
O -1.776 -0.253 0.412
N 1.961 -1.589 -1.616
C -0.838 0.793 -0.338
C 0.702 -0.664 0.483
C 1.441 -1.195 -0.657
C 0.535 0.863 0.366
H -0.637 0.478 -1.374
H -2.320 -0.843 -0.151
H -0.486 -1.007 0.531
H 1.335 1.409 -0.195
H 1.073 -1.001 1.440
H -1.478 1.645 -0.243
H 0.489 1.364 1.340
*
```

Results of the Löwdin charge analysis, in e, for atoms 1 through 8: atom 1 (O): -0.147, atom 2 (N): 0.122, atom 3 (C): -0.122, atom 4 (C): -0.229, atom 5 (C): -0.249, atom 6 (C): -0.167, atom 7 (H): 0.121, atom 8 (H): 0.104

Of them, the most stable is 3 and the least stable is 2.

1.
Computed, not measured: C4H7NO in the gas phase, with the ωB97M-V functional and the def2-TZVPD basis.

Values from the calculation:
LUMO energy: 0.0376 hartree
Molar mass: 85.11 g mol⁻¹
Kohn-Sham gap: 10.7 eV

Structure (ORCA input):
```
! wB97M-V def2-TZVPD RIJCOSX def2/J DEFGRID3
* xyz 0 1
O 0.397 -0.578 1.251
N -0.471 1.500 0.973
C -0.376 -1.204 -0.961
C 0.581 -0.314 -0.169
C -0.320 0.485 1.712
C 0.287 1.206 -0.245
H -1.344 -1.247 -0.453
H 1.621 -0.536 -0.428
H -0.531 -0.797 -1.966
H -0.736 0.409 2.715
H -0.283 1.510 -1.129
H 1.209 1.803 -0.222
H -0.010 -2.231 -1.067
*
```

Results of the Löwdin charge analysis, in e, for atoms 1 through 8: atom 1 (O): -0.041, atom 2 (N): 0.064, atom 3 (C): -0.040, atom 4 (C): -0.325, atom 5 (C): -0.235, atom 6 (C): -0.168, atom 7 (H): 0.088, atom 8 (H): 0.139

2.
Computed, not measured: C4H7NO in the gas phase, with the ωB97M-V functional and the def2-TZVPD basis.

Values from the calculation:
LUMO energy: 0.0355 hartree
Molar mass: 85.11 g mol⁻¹
Kohn-Sham gap: 10.7 eV

Structure (ORCA input):
```
! wB97M-V def2-TZVPD RIJCOSX def2/J DEFGRID3
* xyz 0 1
O 2.133 1.534 -0.344
N 1.012 -0.376 0.213
C 0.500 -0.511 -1.127
C -0.395 -0.744 0.046
C -1.590 0.076 0.464
C 1.583 0.854 0.496
H -2.492 -0.423 0.085
H -1.682 0.104 1.556
H 0.593 0.440 -1.649
H 0.841 -1.379 -1.675
H -1.572 1.097 0.075
H -0.527 -1.796 0.299
H 1.594 1.126 1.560
*
```

Results of the Löwdin charge analysis, in e, for atoms 1 through 8: atom 1 (O): 0.034, atom 2 (N): -0.023, atom 3 (C): -0.080, atom 4 (C): -0.281, atom 5 (C): -0.052, atom 6 (C): -0.324, atom 7 (H): 0.081, atom 8 (H): 0.079

Of them, the most stable is 1 and the least stable is 2.